1.
30
Properties=species:S:1:pos:R:3:forces:R:3:lowdin_charge:R:1 method="wB97M-V/def2-TZVPD" e_lumo_ev=0.05 de_lowest_ev=9.050 total_charge=0
C 2.8019 -1.5979 3.1316 2.5 -2.7 1.8 -0.211
C 1.9860 -2.6567 2.3175 -3.4 3.0 11.5 -0.200
Cl -3.5892 -0.0010 -0.2453 -0.7 -0.4 -0.4 0.730
C 4.1582 -1.4315 2.4256 -3.7 -5.5 -4.2 -0.101
N 0.3889 -1.1444 1.2576 2.2 -2.8 4.1 0.212
C -1.8189 2.3761 -2.8777 8.7 -2.2 1.2 -0.056
C -3.1880 1.1411 -1.5145 -5.5 2.4 3.6 -0.629
H 2.2540 -0.6740 3.3213 0.0 -0.2 -0.3 0.104
C -2.5594 3.4160 -3.1112 -2.2 0.4 -0.9 -0.144
C -1.9836 1.3647 -1.9167 6.1 -2.5 -3.4 -0.182
H 4.7124 -0.8785 2.9440 4.6 5.3 3.9 -0.027
H 4.7904 -2.4178 2.3981 -1.6 1.4 -0.2 0.126
H -4.6207 3.9906 -2.5825 -0.6 1.5 -1.0 0.082
N 2.0933 -2.0777 0.2112 -1.9 -1.2 -3.3 0.102
H -0.6764 2.5376 -3.1889 -2.5 -1.0 0.2 0.174
H 2.5062 -3.4793 2.1292 1.8 -3.5 -1.1 0.079
N 1.2421 -1.6131 -0.7416 1.6 1.3 0.8 0.136
H -2.3918 4.0731 -3.8468 1.5 2.7 -2.3 0.088
H 0.9747 -2.7767 3.1542 2.9 -0.5 -2.7 0.215
C 0.3228 -0.9697 0.0051 -1.6 0.9 -0.6 -0.426
O 0.0368 0.0304 -2.8552 -5.1 0.5 8.3 -0.077
N 1.5059 -1.9732 1.3324 -3.6 3.9 -6.0 -0.251
H -1.4262 0.0896 0.2123 -6.8 1.3 5.3 -0.052
C -4.0827 2.2514 -1.6400 -2.8 -0.1 -2.4 -0.041
C -0.7894 0.2263 -1.7124 1.8 3.0 -4.5 -0.114
H 3.1173 -2.0660 4.1369 -1.0 0.8 -1.1 0.126
N -0.7209 -0.0716 -0.2891 9.6 -2.5 -12.1 0.146
C -3.7975 3.3486 -2.6641 -4.2 -4.2 6.8 -0.032
H 3.9755 -1.0812 1.3975 0.6 0.0 0.4 0.073
H -5.2217 2.0648 -1.1884 3.3 0.9 -1.3 0.150

2.
66
Properties=species:S:1:pos:R:3:forces:R:3:lowdin_charge:R:1 method="wB97M-V/def2-TZVPD" e_lumo_ev=2.42 de_lowest_ev=0.000 total_charge=-1
O -1.7916 4.2386 0.5458 0.3 0.1 -0.6 0.020
O 2.2501 -4.1097 -0.7147 0.2 -0.1 0.6 0.017
H -0.0763 -4.3438 -0.0325 -0.2 0.1 0.2 0.099
C -3.5439 -1.8350 1.5249 0.5 0.3 1.4 -0.675
N -2.2615 -2.3186 1.5037 -0.8 0.6 -0.4 0.140
H 1.5222 -0.0220 1.7739 -0.2 0.7 0.0 0.023
H -0.3625 -2.6459 0.2895 -0.1 -0.1 -0.1 0.032
H -1.5165 1.7324 -5.0166 -0.6 -0.2 0.4 0.130
C 1.5146 -3.1947 -0.3788 0.0 0.5 -2.2 -0.691
H -2.9068 1.9629 -0.2047 0.0 0.4 -0.1 0.105
H 4.8748 1.9433 -1.5172 -0.1 0.1 -0.2 0.094
O -1.8716 -0.5189 -3.3598 -0.4 0.2 0.2 -0.178
N -3.5181 -0.4692 1.3448 -0.8 0.1 -0.4 0.153
H -4.4123 -0.0378 1.1878 0.0 0.0 0.1 0.099
N 1.7671 1.2881 -1.1993 -0.1 -0.8 -0.8 0.166
H -1.3421 1.1929 0.0642 -0.6 -0.4 -0.1 0.038
H -0.9756 3.3716 -3.2332 0.0 0.0 0.1 0.063
C -0.7282 -0.4459 5.0545 0.9 0.5 0.2 -0.676
O -0.9347 -0.1699 6.2223 -0.1 -0.1 0.1 0.015
H 0.1173 1.8467 1.0769 0.3 0.1 0.1 0.047
H 3.5701 2.9671 -1.0413 0.1 0.0 0.1 0.085
C -1.2823 3.1362 0.4277 -1.1 0.5 1.3 -0.671
H -2.2913 -2.3190 -2.6137 0.1 -0.1 0.3 0.092
C -1.5709 0.8054 -3.0182 0.2 0.4 -0.1 -0.238
C -0.8689 1.5104 -4.1638 1.0 0.5 -0.9 -0.419
H 0.4604 2.5749 -3.1100 0.0 0.3 0.1 0.039
H 1.1696 0.4799 -1.2467 -0.3 0.3 0.0 0.067
H -2.0905 -3.2976 1.6158 0.2 0.0 0.1 0.098
N 2.3716 0.4056 2.1370 0.2 -0.5 0.3 0.150
H -1.6105 -1.5580 1.3198 1.0 -0.8 0.2 0.028
N 1.8231 -1.8721 -0.5194 0.0 -0.3 0.7 0.156
H -0.4765 0.2033 3.1663 -0.2 0.3 -0.3 0.040
H 0.0793 -0.3690 -4.7239 0.0 0.0 0.0 0.075
F -0.2172 -0.2409 0.9937 -0.1 0.0 -0.1 -0.499
N -0.0820 -1.5973 4.6684 -0.1 -0.3 -0.2 0.148
H 1.2235 0.9137 -4.2818 0.0 -0.2 0.1 0.063
H 2.2276 -1.8946 1.8898 0.2 -0.8 -0.1 0.059
H -2.4329 1.4391 -2.7502 -0.3 -0.4 0.0 0.121
N -0.3000 2.8112 -3.7423 -0.1 -0.5 0.0 0.036
C -2.3333 -1.2878 -2.2682 -0.2 0.0 -0.3 -0.096
N -0.9785 0.4167 4.0170 -0.1 -0.6 -0.2 0.154
H 0.4208 0.9670 -5.8324 -0.1 0.1 0.0 0.072
H -2.7162 -0.0316 0.9239 0.0 0.0 0.2 0.033
H 0.3668 -2.1618 5.3634 -0.3 0.0 0.2 0.095
C 3.0239 1.0636 -1.6794 0.4 1.4 0.4 -0.668
N -1.9446 2.0101 0.0646 0.7 -0.6 -0.3 0.153
N 0.0006 2.8212 0.8115 0.7 -0.3 -0.3 0.132
N 3.9080 2.0522 -1.2737 0.1 -0.3 -0.2 0.144
H -0.9322 0.8299 -2.1256 0.2 -0.1 -0.1 0.090
H -1.0863 1.3818 4.2703 -0.2 0.0 0.0 0.098
H 3.6992 -2.4165 2.7494 -0.2 -0.2 -0.1 0.105
O -4.5376 -2.4493 1.8645 -0.1 -0.2 -0.6 0.020
O 3.3551 0.1291 -2.3841 -0.1 -0.4 0.4 0.026
H -1.7232 -1.1332 -1.3715 0.2 -0.1 -0.1 0.063
H -3.3742 -1.0618 -2.0012 0.0 0.1 -0.1 0.086
H 0.5490 3.5163 1.2847 -0.3 0.1 0.1 0.104
O 4.3239 -0.0275 3.2560 -0.2 -0.1 0.3 0.003
H 1.4965 2.0825 -0.6457 0.0 -0.2 0.2 0.059
H 1.1517 -1.2118 -0.1463 0.2 0.3 -0.2 0.032
H 2.6404 -1.6176 -1.0494 0.1 0.2 0.2 0.090
N 3.1203 -1.7260 2.3125 0.0 0.5 0.4 0.162
N 0.1859 -3.3786 -0.1264 -0.2 -0.6 0.7 0.156
C 3.3319 -0.4267 2.6644 0.4 0.5 -0.6 -0.684
H 2.4172 1.3621 2.4325 -0.2 0.0 0.0 0.092
C 0.2772 0.6991 -4.7860 0.1 0.0 0.3 -0.047
H -0.1488 -1.9648 3.7361 0.0 0.2 0.0 0.074

In the order shown, the computed Kohn-Sham gap values come out to 0.342; 0.359 hartree.